C24H44O3P2SSc | wB97M-V/def2-TZVPD

Summary:
LUMO level (alpha / beta): -2.73 / -3.27 eV
Gap between HOMO and LUMO (alpha / beta): 7.2972 / 4.7789 eV
Calculated total energy: -3007.9311 hartree
HOMO level (alpha / beta): -10.030 / -8.052 eV
Energy relative to the best compared isomer or geometry (same formula, charge and spin): 50.40 kcal/mol
Charge: +1

XYZ file:
```
75
C24H44O3P2SSc, DFT wB97M-V/def2-TZVPD
H 3.409 1.283 -1.068
H 1.178 2.231 3.398
C -2.265 1.672 -0.010
H -5.414 -0.094 1.366
C -0.827 -0.282 -0.814
C 2.156 -0.261 4.413
Sc 2.045 -1.175 0.931
H 0.287 2.142 -0.325
C 4.613 -1.800 3.245
H -4.257 -0.463 2.664
H 4.197 -2.590 -2.104
H 3.486 -4.245 -2.266
P -3.282 -0.908 0.523
H -5.495 0.457 -3.722
H 1.233 0.314 4.550
H 5.618 -1.952 2.824
H -2.925 -2.637 2.129
C -1.912 0.274 0.194
C 4.217 -0.134 1.301
H 4.073 -2.753 3.143
H -0.650 -1.346 -0.573
O 0.977 -3.117 -2.296
O 1.597 -3.034 0.131
H 6.228 -0.851 1.118
H -2.211 2.296 -2.047
C 2.743 -0.021 3.067
C -3.122 -2.606 1.049
C -5.071 1.902 -1.469
C 5.401 -0.497 0.484
H 4.687 -1.572 4.319
H 0.167 3.652 -1.201
H 0.100 0.242 -0.566
C 0.301 1.997 -2.519
H -5.280 -0.958 -0.931
P -3.826 0.671 -1.989
H -4.105 1.060 1.742
C 3.395 1.853 -0.126
C -4.186 -0.879 -1.075
C -4.416 0.265 -3.668
C 3.302 0.938 1.041
C 2.388 1.006 2.140
C -4.361 -0.006 1.670
C -0.184 0.869 -3.052
H -4.063 -3.147 0.857
H -2.300 -3.097 0.512
H -5.213 1.916 -0.383
H -2.096 -0.032 -2.614
C -1.015 -0.163 -2.342
H -3.898 0.903 -4.399
S 1.946 -2.671 -1.326
H -4.737 2.899 -1.788
H 5.729 0.368 -0.107
H -0.757 -1.158 -2.749
H -4.215 -0.790 -3.895
H 1.471 2.902 1.769
C 3.583 -3.366 -1.619
H 2.542 2.543 -0.164
H -6.024 1.684 -1.967
H 5.153 -1.307 -0.219
C -0.174 2.600 -1.222
C -1.734 2.532 -1.062
H -2.805 2.178 0.800
H 0.022 0.600 -4.088
C 1.277 1.979 2.331
H 4.042 -3.671 -0.667
H -3.850 -1.731 -1.694
H 1.146 2.507 -3.003
H 0.303 1.569 1.999
H 4.327 2.444 -0.075
H -2.027 3.571 -0.832
H -1.452 0.179 1.209
O 2.165 -1.167 -1.208
H 1.923 -1.325 4.565
C 3.867 -0.721 2.548
H 2.854 0.032 5.213
```

C24H45ClGaO4P2 | wB97M-V/def2-TZVPD

Summary:
LUMO level (alpha / beta): -6.97 / -6.98 eV
Gap between HOMO and LUMO (alpha / beta): 3.2796 / 3.2675 eV
Calculated total energy: -4309.4508 hartree
HOMO level (alpha / beta): -10.249 / -10.246 eV
Energy relative to the best compared isomer or geometry (same formula, charge and spin): 0.00 kcal/mol
Charge: +1

XYZ file:
```
77
C24H45ClGaO4P2, DFT wB97M-V/def2-TZVPD
O 2.691 -1.158 3.431
C 0.000 -1.488 -2.591
H -2.112 2.860 -1.375
H 4.887 1.267 1.833
H -0.808 -3.805 -0.470
P 3.116 2.816 1.373
H 2.777 0.356 -3.525
H -4.438 -2.262 -1.271
C 2.076 3.473 2.736
H 4.758 4.652 1.429
Cl 1.568 -0.146 3.271
H 0.894 -0.695 -4.425
H 2.494 4.415 3.115
H -2.848 1.351 2.748
H 0.847 -3.586 2.775
C -3.759 -0.711 0.071
H -2.108 -2.873 1.197
O -0.588 0.197 0.646
P 1.297 -3.059 0.481
H -2.137 -1.182 -2.412
C 0.009 -4.300 0.073
C -2.421 -2.009 1.803
O 0.302 -0.791 3.760
C -1.837 1.109 2.395
H 2.412 -2.778 2.596
H 1.078 3.670 2.320
C 3.919 4.365 0.784
C 2.257 -0.271 -2.772
H 0.590 1.601 -4.034
C 1.668 0.567 -1.647
C -2.758 -0.832 0.985
H -3.138 3.410 -0.046
H -2.242 1.059 -3.295
C -4.662 1.108 -1.573
H -1.235 2.026 2.304
H -1.612 -1.778 2.510
H 3.051 -0.918 -2.353
H -5.732 -1.362 -0.445
H 5.277 2.853 2.569
H 0.555 2.371 -1.192
H 0.440 -5.092 -0.556
C -3.723 0.614 -0.525
H 2.357 0.750 -0.809
H 1.694 -2.111 -3.778
H -5.188 0.271 -2.045
H -0.591 2.636 -3.219
H 2.239 -4.544 2.121
C -2.321 2.715 -0.300
H -0.383 -4.719 1.007
O 1.903 0.980 4.223
C -1.185 -0.680 -2.616
H 2.814 -4.735 -0.409
C 1.759 -3.557 2.162
C 4.482 2.118 2.396
H 4.288 4.179 -0.232
H -1.316 0.436 3.092
H 2.520 -3.400 -1.585
C -2.688 1.324 0.015
H -0.077 -2.539 -2.297
H -1.434 3.038 0.260
C -4.725 -1.781 -0.317
H -4.765 -2.558 0.459
H -3.303 -2.327 2.378
C -0.124 1.634 -3.195
H 4.072 1.732 3.337
C 1.204 -1.163 -3.479
C 0.598 1.496 -1.858
H 3.618 -3.136 -0.201
H 1.991 2.698 3.521
C -1.935 0.459 1.027
H -1.251 0.321 -4.547
H -5.416 1.781 -1.131
Ga -0.130 -0.140 -1.047
H -4.130 1.678 -2.352
H 3.179 5.172 0.729
C -1.261 0.579 -3.473
C 2.703 -3.648 -0.534
```

C24H45ClP2Re | wB97M-V/def2-TZVPD

Summary:
<S²>: 3.788
LUMO level (alpha / beta): -7.25 / -10.04 eV
Gap between HOMO and LUMO (alpha / beta): 5.9721 / 3.2489 eV
Calculated total energy: -2161.8659 hartree
HOMO level (alpha / beta): -13.218 / -13.287 eV
Multiplicity: 4
Charge: +2

XYZ file:
```
73
C24H45ClP2Re, DFT wB97M-V/def2-TZVPD
H 3.502 -0.856 -2.766
C -4.458 0.149 -0.679
H -1.503 4.240 0.970
C 4.192 1.543 -0.019
C 2.798 -3.733 0.317
H 4.496 -1.160 -1.308
H -3.048 2.272 1.444
C -1.438 0.960 1.608
C 1.032 2.609 2.665
H -5.371 0.408 -1.224
H -2.575 -3.671 1.209
C -3.996 2.804 -1.237
H 4.824 0.271 -2.341
C -1.966 2.322 1.642
C -0.441 -1.996 -0.448
H -2.756 -1.929 1.074
H -1.813 2.703 2.653
H 2.333 -2.723 -2.441
H 3.012 -4.144 1.322
H -1.474 -2.361 -2.254
Re 1.454 -0.926 -0.148
C -0.710 -2.554 0.886
H -4.127 1.316 -3.437
C 1.279 -2.477 -2.288
H 0.607 3.452 3.216
C 2.601 1.882 -2.271
H -4.360 3.065 -0.228
H -3.380 3.626 -1.636
H -0.077 -3.673 3.375
H 1.201 0.640 3.623
H -0.156 -0.563 2.336
H 1.935 1.466 -3.040
H 4.925 1.995 -0.710
C 1.145 2.998 1.232
H 1.069 -1.468 -2.692
C -1.451 -1.607 -1.452
H 2.072 2.590 3.006
C 0.801 -2.646 -0.913
C 0.411 1.291 3.261
H 3.592 -3.030 0.014
H -2.373 1.601 -3.531
H -4.261 -0.912 -0.858
H 1.631 -3.890 2.964
H 0.372 2.936 -0.720
H -2.074 -2.648 2.553
H 3.822 2.369 0.594
H -2.996 -0.070 -3.332
P -3.030 1.206 -1.250
H 2.157 3.105 0.847
H 0.651 -3.185 -2.838
H -2.440 -1.593 -0.993
C 0.437 -3.173 1.327
H -0.197 1.600 4.105
H 4.744 0.881 0.661
C 4.038 -0.388 -1.944
C -0.478 0.496 2.424
Cl 2.714 -0.650 1.823
H 3.556 2.105 -2.782
H -4.637 0.341 0.387
C 0.615 -3.976 2.574
P 2.866 0.611 -0.966
H -1.816 3.136 -0.350
C -3.151 0.981 -3.071
H -1.215 -0.632 -1.898
C -2.083 -2.707 1.454
H -1.910 0.212 0.970
H -4.874 2.717 -1.899
H 2.192 2.829 -1.890
C 0.145 3.055 0.348
H 0.427 -5.053 2.448
C 1.500 -3.017 0.274
C -1.300 3.227 0.617
H 2.786 -4.601 -0.370
```

C24H45CoNP2Si | wB97M-V/def2-TZVPD

Summary:
<S²>: 3.780
LUMO level (alpha / beta): 0.57 / -0.56 eV
Gap between HOMO and LUMO (alpha / beta): 7.4187 / 6.3873 eV
Calculated total energy: -3350.9640 hartree
HOMO level (alpha / beta): -6.851 / -6.950 eV
Multiplicity: 4
Energy relative to the best compared isomer or geometry (same formula, charge and spin): 37.87 kcal/mol
Charge: 0

XYZ file:
```
74
C24H45CoNP2Si, DFT wB97M-V/def2-TZVPD
C -3.682 -1.966 -4.131
C 2.303 3.060 -0.721
C -3.577 -1.011 -1.096
C -2.926 -0.439 -2.333
C 1.534 0.039 -3.016
C -0.824 3.217 3.691
H -2.167 0.376 -2.044
H -4.553 -1.474 -1.282
H -2.239 1.352 1.341
H 2.042 -0.464 -3.864
H 1.902 3.705 0.067
H -0.520 1.262 5.821
C 2.194 1.508 4.236
Si -0.626 1.414 3.228
H -0.727 3.850 2.801
H 5.269 2.274 2.012
C -3.958 -3.073 -3.053
H -0.496 -2.817 -3.068
H 1.411 -2.365 0.727
H 3.045 1.729 0.911
C 4.608 1.670 3.964
H -1.758 -1.665 0.040
H 3.313 2.726 -0.485
C -2.289 -3.296 -1.128
C 0.154 -1.933 -3.181
P 0.874 -1.110 -1.575
Co 1.184 0.186 0.539
C -2.116 0.778 2.268
C -0.786 0.606 4.969
H -2.024 -0.287 2.006
C 1.834 -1.466 1.229
H -4.353 -3.894 -3.683
C -2.723 -2.073 -0.326
H -0.411 -1.155 -3.725
P 1.254 1.547 -0.836
H 1.345 1.368 4.913
H -0.197 -0.319 5.089
H -1.830 3.337 4.114
H 3.314 0.382 -1.837
C -2.739 -3.609 -2.361
C 2.451 0.973 -2.261
H -3.140 0.184 -4.407
H -1.354 -3.774 -0.754
H -3.033 0.909 2.865
H 2.882 1.797 -2.878
H -0.598 3.043 -0.860
H 1.037 -2.248 -3.790
H -2.203 -4.393 -2.924
H -1.845 0.343 5.147
H 3.630 0.911 5.721
H -3.255 -2.313 0.628
H 2.671 -2.741 -0.661
H 2.825 -2.476 -2.427
H -1.112 1.660 -1.791
C 3.489 1.340 4.720
C 4.428 1.963 2.604
H 2.938 -1.361 1.093
H -3.760 -0.190 -0.372
H 5.616 1.655 4.381
C 2.117 -2.524 -1.587
H 1.471 -3.397 -1.751
C -0.251 2.316 -1.601
C 1.999 1.648 2.824
H -2.895 -2.324 -4.832
N 0.796 1.300 2.227
H -4.743 -2.792 -2.323
H 0.655 0.550 -3.457
H 1.548 -1.438 2.293
C -3.320 -0.620 -3.639
H -0.089 3.553 4.438
H -4.603 -1.805 -4.673
H 2.465 3.616 -1.651
H -0.042 2.840 -2.542
C 3.166 1.824 2.020
```

C24H45IInP2 | wB97M-V/def2-TZVPD

Summary:
LUMO level: -3.36 eV
Gap between HOMO and LUMO: 5.8240 eV
Calculated total energy: -2111.2165 hartree
HOMO level: -9.189 eV
Charge: +1

XYZ file:
```
73
C24H45IInP2, DFT wB97M-V/def2-TZVPD
H -6.027 2.975 -3.318
C -0.043 2.498 2.235
H 2.701 -5.390 -0.096
H 3.720 -1.263 0.626
C 3.751 -0.683 -0.307
H 1.373 -1.226 -3.119
C -5.051 2.583 -3.605
H 4.543 2.810 -1.175
C 1.051 2.886 3.267
H 0.822 -0.721 4.803
H 3.441 3.642 0.217
H -0.257 3.065 1.334
H -1.764 1.161 2.059
H 0.328 -5.299 1.576
H 3.918 -1.382 -1.117
H -0.279 3.706 -1.237
H -0.145 -6.724 0.606
H -0.358 -1.463 3.694
H -1.544 -5.629 -2.065
P 0.420 -4.886 -0.840
P -4.310 1.802 -2.108
C 2.153 1.717 3.715
H 1.285 3.884 -2.028
C 2.337 0.496 2.771
C -0.763 1.309 2.501
H -4.418 3.397 -3.960
H 1.868 -6.823 -0.762
H -6.629 1.179 -1.886
C -0.702 0.863 -2.449
H 3.263 2.184 3.575
C -0.558 0.681 3.866
C 1.321 -0.286 -1.252
H -1.543 0.390 4.223
C 2.050 -5.754 -0.896
H -1.277 -5.366 0.818
H -0.066 -6.007 -2.976
C 1.158 -1.531 -2.099
C 0.450 0.891 -1.472
H -5.675 -0.168 -2.557
C 1.213 2.049 -1.082
H 1.701 3.860 2.611
C 2.524 0.164 -0.666
H 2.547 -5.582 -1.855
H -4.192 4.037 -1.155
H 4.421 2.015 0.734
H -1.545 0.308 -2.063
H 1.939 1.438 4.735
C -4.784 3.146 -0.941
H -0.520 -6.993 -1.555
C -0.517 -5.990 -1.983
C 0.316 -0.612 3.842
H -0.348 0.364 -3.345
I 2.428 2.629 1.448
H 0.758 3.620 4.031
C 2.632 1.665 -0.630
H -5.613 0.171 -0.816
C 1.402 -0.595 2.756
H -1.012 1.871 -2.697
H 0.162 -1.934 -2.051
H 1.131 4.181 -0.312
H -5.840 3.363 -1.101
C 3.808 2.404 -0.159
H 1.920 -1.605 2.633
C -0.229 -5.642 0.705
In 0.223 0.026 0.828
H 4.646 -0.030 -0.254
H -0.146 1.416 4.585
C 0.780 3.496 -1.135
C -5.694 0.624 -1.805
H -4.614 2.847 0.094
H 1.872 -2.290 -1.802
H -5.166 1.843 -4.397
H 3.252 0.217 2.236
```

C24H45ILuP2 | wB97M-V/def2-TZVPD

Summary:
LUMO level (alpha / beta): -3.49 / -3.61 eV
Gap between HOMO and LUMO (alpha / beta): 4.4270 / 4.4427 eV
Calculated total energy: -3156.6429 hartree
HOMO level (alpha / beta): -7.915 / -8.049 eV
Charge: +1

XYZ file:
```
73
C24H45ILuP2, DFT wB97M-V/def2-TZVPD
H 0.949 -2.245 -2.360
H -4.939 2.257 -1.043
H 1.583 2.309 0.889
C 2.762 -2.215 1.194
H 4.716 -0.218 -5.202
C 0.324 2.943 2.644
H 5.682 0.886 -1.444
H 4.684 2.357 -1.348
H -1.612 3.246 1.695
C -4.849 2.098 -2.119
H -1.693 3.082 3.473
H 2.999 -3.278 1.047
H 2.152 -0.114 4.505
H 0.357 -4.516 3.034
H 5.630 -0.794 -3.784
H -1.694 -0.564 3.501
H 5.904 2.181 -2.657
C -1.224 2.674 2.559
C -1.650 1.215 2.513
H 3.072 -2.031 2.258
H -2.249 -3.207 2.487
C -1.599 -1.871 -1.456
C 5.195 0.084 -4.267
H -0.207 -0.081 5.287
C -1.009 -2.172 1.050
H 2.982 1.937 -5.106
H -5.556 1.031 -4.436
H 1.405 -3.150 3.707
H -4.108 2.791 -2.525
C -1.027 0.347 3.503
P -4.314 0.391 -2.487
H 5.970 0.829 -4.457
H 2.999 3.049 -3.717
H -0.567 -2.971 3.915
C 3.572 2.288 -4.253
C 0.225 -2.607 1.810
C 0.219 -3.359 3.075
C 5.179 1.661 -2.030
H 2.211 1.483 4.848
H -2.952 -3.002 0.879
H -3.804 0.985 -4.777
C -5.833 -0.502 -1.960
C -4.634 0.463 -4.292
H -5.809 2.247 -2.617
C 1.430 -1.511 -1.715
H -5.787 -1.555 -2.258
H 0.644 3.005 3.702
H -1.300 -2.812 -1.918
H -6.685 -0.014 -2.441
H 1.309 -0.530 -2.170
C -0.078 0.815 4.533
C 1.298 -2.070 0.831
P 3.969 0.873 -3.156
H 2.493 -1.726 -1.620
I 0.957 -1.207 3.491
H -4.723 -0.539 -4.718
C 1.839 1.028 2.662
H -0.377 1.749 5.042
H -2.743 1.038 2.209
H -2.982 -1.657 2.018
Lu -0.111 0.197 0.846
C 1.482 0.936 4.137
H 0.499 3.924 2.194
C -0.715 -1.767 -0.268
H -2.642 -1.912 -1.162
C 1.251 2.022 1.901
C 0.742 -1.628 -0.397
H -1.460 -1.062 -2.167
H 3.485 -1.638 0.606
C -2.363 -2.496 1.646
H 4.520 2.699 -4.606
H 2.547 0.355 2.112
H -5.942 -0.455 -0.871
```